The following is a quantum chemistry calculation of a cluster of 5 separate species, C4H13NO3 in total, from OMol25.

Cartesian coordinates (Å):
H  1.341  -0.647  1.649
H  3.902  -1.694  -0.577
N  -2.154  0.600  -0.625
C  0.064  -2.203  1.006
H  -0.701  -2.912  1.300
H  -1.200  1.973  0.573
H  2.491  1.412  -0.079
H  0.441  -2.153  -0.002
O  3.046  -1.741  -0.189
H  0.231  -1.374  2.949
C  0.571  -1.365  1.919
H  -3.910  2.772  -0.644
O  0.272  -0.282  -1.710
C  -2.982  2.821  -0.088
O  1.973  0.613  0.073
H  -3.028  0.537  -1.155
H  0.927  0.112  -1.081
C  -2.081  1.768  -0.034
H  -0.550  0.043  -1.330
H  -2.738  3.714  0.470
H  2.706  -0.780  -0.168

## Properties
ΔE to the lowest compared entry with this formula, charge and spin in kcal/mol: 212.1
Orbital gap in eV: 3.072

Charges computed using Löwdin, reported in e: H 0.01; H 0.00; N 0.21; C -0.05; H 0.04; H 0.12; H -0.01; H 0.03; O -0.11; H 0.04; C -0.06; H 0.09; O -0.09; C 0.22; O -0.26; H 0.09; H -0.03; C -0.24; H -0.06; H 0.09; H -0.02